A molecular structure, C44H37MnN2O4P2Te. Source: the OMol25 dataset; level of theory: ωB97M-V with the def2-TZVPD basis set.

## Properties
DFT total energy: -4210.28931 Eh
LUMO energy (spin up / spin down): -9.33 / -10.27 eV
largest force on an atom: 0.5 eV/Å
gap between HOMO and LUMO (spin up / spin down): 6.89 / 6.17 eV
total charge: +3
energy above the lowest of the compared OMol25 structures with the same formula, charge and spin: 103.8 kJ/mol
<S²>: 3.82
2S+1: 4
highest occupied orbital energy (spin up / spin down): -16.2145 / -16.4371 eV

CARTESIAN COORDINATES (ANGSTROEM)
Mn (-0.07836, -0.75673, -0.98518)
O (1.39219, 0.13017, -0.23050)
P (1.62391, 0.85338, 1.13248)
C (0.10152, 0.61788, 2.08305)
P (-1.28046, 0.27048, 0.90833)
O (-1.10260, 0.60238, -2.30967)
C (-2.56065, -0.51678, 1.89055)
C (-3.48801, -1.34882, 1.26363)
C (-4.55397, -1.86611, 1.98196)
C (-4.69532, -1.56131, 3.32848)
C (-3.77100, -0.74088, 3.96105)
C (-2.70731, -0.21391, 3.24698)
C (-1.91852, 1.88307, 0.37749)
C (-3.24938, 2.21316, 0.62234)
C (-3.76661, 3.42021, 0.16375)
C (-2.95946, 4.30586, -0.52923)
C (-1.62641, 3.98663, -0.77583)
C (-1.10985, 2.78131, -0.33331)
C (2.99396, 0.05593, 1.93918)
C (4.05697, -0.40033, 1.15330)
C (5.17560, -0.93542, 1.76667)
C (5.24324, -1.00671, 3.15325)
C (4.19393, -0.54440, 3.93469)
C (3.06699, -0.00970, 3.33035)
C (1.96506, 2.57230, 0.86332)
C (2.61560, 2.93857, -0.31859)
C (2.93959, 4.26632, -0.53686)
C (2.62190, 5.22328, 0.41861)
C (1.98645, 4.85887, 1.59738)
C (1.65530, 3.53337, 1.82449)
H (-0.14798, 1.47375, 2.71332)
H (0.23470, -0.26904, 2.71374)
H (-3.39153, -1.58295, 0.21092)
H (-5.27476, -2.50671, 1.49539)
H (-5.52748, -1.96206, 3.88750)
H (-3.88051, -0.50779, 5.00970)
H (-2.00613, 0.43114, 3.75719)
H (-3.90204, 1.53404, 1.15115)
H (-4.80300, 3.65412, 0.34442)
H (-3.36344, 5.24526, -0.87764)
H (-0.98872, 4.68473, -1.30010)
H (-0.05894, 2.56262, -0.52685)
H (4.01339, -0.33414, 0.07297)
H (6.00188, -1.28556, 1.16670)
H (6.12286, -1.41938, 3.62777)
H (4.25675, -0.59544, 5.01206)
H (2.26066, 0.35852, 3.95135)
H (2.86931, 2.18949, -1.05844)
H (3.44791, 4.55755, -1.44508)
H (2.87864, 6.25882, 0.24567)
H (1.75264, 5.60725, 2.34043)
H (1.17270, 3.26621, 2.75392)
O (-6.63596, 1.69126, -4.02770)
C (-5.83496, 1.71727, -2.96584)
O (-5.95602, 2.52226, -2.08871)
C (-4.73523, 0.68735, -2.87504)
C (-5.02226, -0.66895, -2.71228)
C (-4.01756, -1.56351, -2.37507)
C (-2.71798, -1.09075, -2.23497)
C (-2.44167, 0.25499, -2.46356)
C (-3.42997, 1.16112, -2.76960)
N (-1.61833, -1.80078, -1.69257)
C (-1.53975, -3.07809, -1.54901)
C (-0.39312, -3.56577, -0.80120)
C (-0.16547, -4.90483, -0.53283)
C (0.92954, -5.24701, 0.25722)
C (1.74479, -4.23871, 0.73649)
C (1.47279, -2.91142, 0.41071)
N (0.42612, -2.57398, -0.34173)
H (-6.38506, 1.00513, -4.66357)
H (-6.04107, -1.02127, -2.79714)
H (-4.26491, -2.59567, -2.17491)
H (-0.99544, 1.57370, -2.30680)
H (-3.21093, 2.21555, -2.87795)
H (-2.29553, -3.75932, -1.92896)
H (-0.83615, -5.65693, -0.92000)
H (1.13009, -6.28189, 0.49262)
H (2.60052, -4.45781, 1.36010)
H (2.11127, -2.10644, 0.75296)
Te (1.39427, -0.81339, -3.23655)
C (3.26957, -1.40647, -2.59375)
C (3.46476, -2.65163, -1.98859)
C (4.74239, -3.03305, -1.61717)
C (5.81541, -2.17255, -1.83051)
C (5.62126, -0.93604, -2.43462)
C (4.35141, -0.55259, -2.83569)
H (2.63474, -3.33434, -1.84580)
H (4.90984, -4.00667, -1.17993)
H (6.81186, -2.47886, -1.54896)
H (6.46385, -0.28350, -2.62049)
H (4.21166, 0.39111, -3.34686)

Forces on the atoms, in the same order (eV/Å):
-0.186 0.194 -0.178
-0.051 0.260 -0.101
0.141 -0.168 0.052
0.042 0.033 0.023
0.018 -0.164 -0.108
0.144 0.281 0.096
0.051 0.007 0.047
0.023 -0.033 -0.035
0.037 0.006 0.025
0.027 0.020 -0.017
0.028 -0.019 -0.051
-0.007 -0.062 -0.053
-0.088 -0.070 0.037
-0.038 0.030 -0.104
0.099 -0.048 0.011
-0.003 -0.016 0.010
-0.030 0.010 0.017
0.231 -0.094 -0.031
-0.031 0.030 0.039
-0.035 0.037 -0.011
-0.034 0.012 0.064
0.021 -0.016 0.008
-0.006 -0.003 -0.021
0.000 -0.009 0.003
0.017 0.008 -0.082
0.004 -0.022 0.050
-0.002 -0.021 -0.013
-0.002 0.024 0.009
-0.001 0.005 -0.017
0.068 -0.015 -0.004
0.073 -0.045 -0.009
-0.048 0.077 -0.050
-0.013 0.046 0.056
-0.045 -0.031 -0.028
-0.055 -0.035 0.035
-0.013 0.019 0.054
0.034 0.065 0.008
-0.006 -0.059 0.066
-0.110 0.040 0.005
-0.023 0.046 -0.022
0.030 0.030 -0.037
-0.224 0.044 0.052
-0.010 -0.009 -0.069
0.054 -0.027 -0.049
0.020 -0.002 0.010
-0.009 0.001 0.033
-0.055 0.028 0.031
0.006 -0.033 -0.033
0.008 0.004 -0.031
0.013 0.035 0.001
-0.016 0.023 0.031
-0.051 -0.030 0.070
0.011 -0.166 -0.007
-0.050 0.124 -0.017
0.069 -0.015 -0.077
0.052 -0.123 0.091
0.085 0.091 -0.089
0.061 0.177 -0.084
0.110 0.174 0.074
-0.212 -0.105 0.000
0.069 -0.181 0.028
0.027 -0.481 -0.021
-0.037 0.370 0.054
0.085 0.008 0.081
0.071 0.293 0.047
-0.022 0.105 -0.035
-0.022 0.085 0.010
-0.096 -0.064 0.040
-0.167 -0.230 0.129
-0.054 0.092 0.022
-0.043 0.000 0.023
-0.006 -0.085 0.007
-0.086 -0.186 0.179
-0.019 0.067 0.012
0.000 0.003 0.009
-0.050 -0.049 -0.042
0.018 -0.051 0.019
-0.002 -0.006 0.004
-0.026 -0.073 -0.031
0.136 -0.133 -0.117
0.071 -0.020 -0.003
-0.020 0.039 -0.038
0.023 0.076 -0.030
-0.071 0.010 -0.021
0.023 -0.020 0.021
-0.072 -0.087 0.015
0.073 0.050 -0.078
0.017 -0.062 0.028
0.079 -0.029 0.020
-0.002 -0.003 0.000
-0.019 0.020 -0.015